# 1
DFT (wB97M-V/def2-TZVPD) results for a molecular structure, C25H45BN11S3Ti in a non-equilibrium geometry.

```
86
Properties=species:S:1:pos:R:3:lowdin_charge:R:1
H -4.56387 0.06138 -1.85134 0.084
C -5.22458 -3.05226 -0.68833 -0.040
N -1.01166 -4.87795 -0.85484 0.165
H 5.36958 0.51722 -3.12981 0.095
H -0.46389 -3.49106 1.92616 0.041
H 1.70801 -0.02461 -3.91656 0.036
H -6.26880 -2.75830 -0.63914 0.096
H -1.50936 3.89964 3.36512 0.113
C 0.26375 2.81440 2.67961 -0.047
H 1.66653 -4.44996 4.77233 0.094
H -5.45961 -0.16518 -0.34021 0.101
N 2.47828 1.77294 -0.19470 0.034
H 1.40888 1.66689 -4.35332 0.094
H 3.22664 -4.29611 2.10995 0.082
Ti -0.29727 -0.61079 -0.63437 0.268
S -0.65538 1.91681 -1.01505 0.668
H -3.68150 3.67020 2.80037 0.095
H -6.04872 -0.85519 -1.86879 0.098
N -0.23519 -2.65510 -0.85965 0.007
B 1.93756 1.58220 1.25687 -0.564
C -3.07846 -1.88697 -0.98376 -0.378
H -1.95592 5.55061 0.11028 0.094
H -2.91556 5.21427 2.36490 0.089
H 1.86297 -4.15351 0.99775 0.076
C -2.74802 3.67076 0.82393 -0.538
H 4.08489 -0.70591 -3.10895 0.032
H 3.31834 3.30453 -4.52335 0.091
N -4.43578 -1.88258 -1.04788 -0.141
H 4.95425 2.82247 -4.01200 0.091
N 1.85891 -1.94896 2.48139 0.017
H 3.97455 -2.31398 2.76868 0.122
H 4.72302 -0.11553 -4.64987 0.093
H 1.82106 -5.33961 2.31535 0.094
C -0.50130 2.45722 0.62745 -0.639
H -0.59490 -2.90655 3.58272 0.067
C 1.15098 -0.87755 2.03729 -0.632
H 3.72118 3.80492 -2.41311 0.115
C 1.45383 -3.32015 2.95440 -0.534
N 0.54864 2.25462 1.44910 0.027
H -0.18608 -4.60145 3.27938 0.093
H 2.69532 2.20704 1.96342 0.125
H -1.72398 -5.45568 -1.27076 0.108
C 2.92599 3.03646 -0.52483 -0.044
S 2.13015 -0.69725 -1.37241 0.666
H -3.16622 -3.91421 -0.71958 0.115
H -3.35647 2.20027 -0.66470 0.034
H -4.42029 4.72813 1.59911 0.093
H -5.14621 -3.84982 -1.43285 0.097
H -3.53983 1.65400 1.01108 0.094
C 2.58890 0.98017 -1.27686 -0.640
N 2.03783 0.10235 1.76777 0.029
C 4.01792 2.47093 -4.44786 -0.053
N -2.51923 -3.15392 -0.82534 0.170
C 3.20943 -1.62495 2.46445 -0.038
N -2.30758 -0.85201 -1.06163 0.023
H 3.02949 -3.37512 4.47424 0.080
H 4.17789 0.25331 1.87148 0.134
C 2.14169 0.85810 -4.37821 -0.041
C 1.94664 -3.46641 4.39342 -0.025
C 3.31913 3.01788 -1.80727 -0.024
C 3.30960 -0.36231 2.02872 -0.049
C -3.62890 2.51211 0.34002 -0.057
C 2.13964 -4.33425 2.03938 -0.024
H -0.07495 -5.20382 -1.03116 0.111
H -1.92752 4.25265 -1.10048 0.039
C 4.46289 0.17163 -3.62993 -0.043
C -3.46956 4.35772 1.97967 -0.055
C -5.16098 -0.63989 -1.27734 -0.025
C -0.95431 3.37237 2.61490 -0.028
H -4.95573 -3.43518 0.29961 0.101
H -3.45335 5.03658 -0.68035 0.095
H 4.23456 2.12938 -5.45904 0.094
N -1.43134 3.15492 1.32764 0.012
C -1.18731 -3.51860 -0.86730 -0.472
H -4.66898 2.84331 0.33691 0.088
S -0.56649 -0.71158 1.83856 0.673
H 2.37129 0.63281 -5.42083 0.092
N 3.10904 1.72866 -2.27782 0.015
C -2.49746 4.68905 -0.28393 -0.036
H 1.48640 -2.70906 5.02916 0.099
H 0.96262 2.76488 3.49538 0.128
H 2.92245 3.84011 0.19032 0.130
C 3.42787 1.28962 -3.68004 -0.545
H 0.66985 -3.11235 -0.94419 0.060
C -0.04615 -3.57775 2.92674 -0.082
H -2.80980 0.01790 -1.17532 0.018
```

**Total energy**: -3650.92293 a.u.
**Spin multiplicity**: 3
**HOMO (alpha / beta)**: -7.974 / -9.960 eV
**Total charge**: +1
**<S²>**: 2.007

# 2
DFT (wB97M-V/def2-TZVPD) results for a molecular structure, C25H45BrClEuP in a non-equilibrium geometry.

```
74
Properties=species:S:1:pos:R:3:lowdin_charge:R:1
C -0.70705 2.28528 3.82549 -0.907
H -4.43804 -2.16668 -2.79539 0.102
H 3.89210 -1.87721 -0.55706 0.114
C -1.09719 -3.35194 3.65442 -0.206
H -0.76141 -2.23983 -1.63598 0.095
H 2.22726 -2.74764 -2.64825 0.113
H -2.26520 -0.06260 -0.10011 0.012
H -1.25333 0.01788 -3.00140 0.093
H 2.38268 -1.84879 -4.16057 0.105
P 0.08353 0.34829 -0.19756 1.059
H -1.23256 -2.28377 0.07120 0.094
H -2.80546 -2.22301 -3.45426 0.106
C 0.24752 -2.84178 2.96556 -0.255
H -0.64495 -2.93284 5.73870 0.105
C 2.82969 -0.01116 -0.70846 -0.221
C 0.53248 -1.42912 3.26479 -0.418
H 4.92378 -0.49833 -0.94693 0.105
H 1.01221 5.83546 -1.68789 0.102
H 0.18400 -3.05714 1.87281 0.084
H -1.02945 -4.43539 3.78989 0.087
C -1.44726 -1.17306 4.83316 -0.321
H 2.34445 4.69000 -1.79836 0.108
C 1.28076 4.78289 -1.54108 -0.207
C -0.07351 -0.84700 4.29245 -0.520
H 1.36565 -1.58477 -0.60510 0.111
C 1.44790 -0.58330 -1.07016 -0.440
C -1.53294 -0.34808 -0.88555 -0.470
H -1.18262 2.04379 4.70612 -0.053
H 2.96958 0.96169 -1.20478 0.094
C 1.34469 -0.78801 -2.58753 -0.213
H 1.66380 2.12332 -2.36122 0.099
H 0.36182 -1.18308 -2.87473 0.083
H 0.90734 2.70835 1.24601 0.049
H -2.39136 -3.08358 5.42426 0.099
C -3.40778 -1.83628 -2.62138 -0.209
H -1.54320 -0.63617 5.78210 0.097
H -3.60046 0.07020 -3.63698 0.102
C 3.95142 -0.96008 -1.15802 -0.201
H -0.80063 2.52822 -0.57839 0.100
H 1.26944 -0.90790 2.61124 0.052
H -0.60159 4.17663 -2.41748 0.113
C 0.61468 2.41381 -2.19977 -0.224
H 2.20487 2.54155 0.04935 0.099
C 1.09690 4.40995 -0.06380 -0.208
C -3.35576 -0.30462 -2.63622 -0.200
Br -1.53702 3.33930 2.48846 0.575
H -1.93889 -3.11379 2.97771 0.070
H -2.83180 -3.52810 -1.39432 0.106
H 1.85154 4.91971 0.54739 0.109
C -2.89131 -2.43676 -1.30946 -0.203
H 4.14918 -0.45051 -3.24433 0.108
H 0.38527 2.26817 3.94563 -0.012
C -1.98991 0.25158 -2.21615 -0.220
Cl -3.33642 -0.65251 2.10005 -0.216
C 3.84923 -1.32105 -2.64543 -0.209
H 0.00542 1.83679 -2.90907 0.089
H 0.76277 4.10518 -3.53664 0.104
C 0.46123 3.91043 -2.49992 -0.201
H -2.05005 1.34743 -2.14725 0.102
C -1.51375 -1.88627 -0.91635 -0.221
C -1.43990 -2.70645 5.00796 -0.226
C 1.17412 2.89857 0.19616 -0.252
H 1.46078 0.17447 -3.10506 0.097
C 2.43823 -1.75396 -3.06820 -0.199
H -2.41209 -0.91076 4.30787 0.004
H 2.90492 0.16951 0.37339 0.108
H 4.55832 -2.12432 -2.87573 0.102
H 0.22313 0.21951 4.64053 0.060
Eu -0.95287 0.42313 2.78977 1.102
H 0.11637 4.76436 0.28390 0.085
H -3.59156 -2.20634 -0.49515 0.087
C 0.22187 2.13940 -0.74739 -0.461
H 1.07087 -3.45936 3.40459 0.084
H -4.11448 0.08851 -1.94611 0.117
```

**Total energy**: -5065.34440 a.u.
**Spin multiplicity**: 7
**HOMO (alpha / beta)**: -0.656 / -0.686 eV
**Total charge**: -1
**<S²>**: 12.060

# 3
DFT (wB97M-V/def2-TZVPD) results for a molecular structure, C25H45BrClLuP in a non-equilibrium geometry.

```
74
Properties=species:S:1:pos:R:3:lowdin_charge:R:1
Lu -0.49569 0.53232 2.56365 0.889
Br -1.11856 3.19963 2.68280 0.023
H -1.76439 -0.62765 6.35209 0.101
C 1.38496 -0.93775 -2.57202 -0.206
H 1.46483 -0.00442 -3.14285 0.106
H 0.27880 2.03870 4.89975 0.020
C -0.43958 -0.00766 4.82218 -0.450
H 3.03862 0.11409 0.29063 0.107
C -0.59508 1.38835 4.79816 -0.394
H -3.91913 0.24393 -2.10885 0.117
C -1.79354 0.20953 -2.39424 -0.217
Cl -2.84686 -0.07027 2.03930 -0.086
H -3.66770 -2.07621 -0.79041 0.110
C 0.76414 4.38783 0.02248 -0.236
H 3.01771 0.91086 -1.28336 0.095
H -2.49207 -0.71087 4.75213 0.077
H -1.09649 -0.11644 -3.17842 0.098
H 0.54330 4.20031 -3.43121 0.101
C 2.47697 -1.90318 -3.05903 -0.201
H 5.02720 -0.54390 -1.10990 0.104
C 3.87979 -1.36400 -2.76542 -0.215
H 1.51911 -1.64735 -0.57737 0.090
H 4.01604 -1.91854 -0.68093 0.112
H 0.42385 -1.38231 -2.83026 0.072
H 0.54414 -3.72844 2.73108 0.082
H 0.38334 -2.32510 1.01380 -0.023
C 4.04085 -0.99934 -1.28360 -0.199
H 2.10317 4.75643 -1.59235 0.106
C 0.21847 -2.72145 3.05716 -0.386
C -1.54618 -0.89881 5.30445 -0.269
H -0.78795 4.06845 -2.29976 0.114
H -1.36874 -3.95488 3.81877 0.092
H -0.12839 -2.48736 5.66688 0.103
H -2.77375 -2.08846 -3.71822 0.107
H 2.13913 2.66320 0.04102 0.104
H -3.44370 0.28187 -3.80122 0.105
C 0.29199 3.90747 -2.40670 -0.201
H -0.84493 2.35953 -0.58749 0.107
C 1.52189 -0.66421 -1.07086 -0.441
H -1.75178 1.30135 -2.35157 0.093
C 0.25346 -1.72133 1.95022 -0.267
H -0.29362 4.55154 0.27851 0.065
H -4.43596 -1.93735 -3.14048 0.102
H 2.36713 -2.11622 -4.13231 0.107
C 0.59996 2.42019 -2.16738 -0.224
H 2.34861 -2.86607 -2.54793 0.114
H -1.29145 -2.40386 -0.17948 0.088
C 0.20277 2.04367 -0.73753 -0.443
H -2.16909 -0.14082 -0.30960 0.009
C -3.39214 -1.69545 -2.89888 -0.212
C 1.07018 2.87639 0.21447 -0.296
H -1.51895 1.81973 5.18141 0.035
H 0.85753 2.64772 1.27403 -0.028
C 2.90878 -0.06464 -0.78493 -0.208
H 1.67662 2.25524 -2.29302 0.099
H -1.82561 -2.96797 5.80232 0.093
H 0.57664 -0.41452 4.72779 0.080
C -2.96912 -2.36957 -1.58511 -0.194
H -3.05001 -3.45898 -1.68909 0.104
H 4.03573 -0.45711 -3.36608 0.110
C -1.41342 -0.43421 -1.05963 -0.426
C -1.12636 -2.88943 3.77005 -0.234
H 1.02621 -2.36923 3.71825 0.076
C 1.02249 4.82082 -1.41585 -0.218
C -1.12235 -2.37279 5.21273 -0.230
P 0.16501 0.20856 -0.15792 1.038
H -1.92465 -2.40483 3.19555 0.059
H 0.72306 5.86799 -1.54271 0.103
H 1.34680 4.97577 0.74480 0.108
H 4.64547 -2.09366 -3.06179 0.103
C -1.54406 -1.96628 -1.15365 -0.205
H -0.84388 -2.38274 -1.89201 0.097
C -3.20951 -0.17700 -2.83187 -0.201
H 0.09990 1.83119 -2.94321 0.082
```

**Total energy**: -5590.72062 a.u.
**HOMO (alpha / beta)**: -3.685 / -2.239 eV
**Total charge**: -1